The following is a quantum chemistry calculation of a molecular structure, C22H44Ni2O12S5 in a non-equilibrium geometry, from the Open Molecules 2025 dataset.

Properties
E_LUMO (alpha / beta): -6.994 / -9.195 eV
Spin multiplicity: 5
Electronic energy: -184335.7945 eV
ΔE to the lowest compared entry with this formula, charge and spin: 0.0 kcal per mole
Total charge: +2

Last column: Löwdin charge in e.
Cartesian coordinates (Å):
Ni 0.4259 4.1697 0.4076  0.64
Ni -0.8289 1.0612 -1.8283  1.05
O 0.3359 2.1903 -0.4182  -0.35
C 0.7009 1.2275 0.5425  -0.27
C 0.9573 -0.2458 -0.0477  -0.13
O 0.0181 -0.7600 -1.0483  -0.01
H -0.2056 1.2754 1.1459  0.08
H 1.6058 1.4977 1.0868  0.13
H 1.0409 -1.0045 0.7304  0.13
H 1.9669 -0.2339 -0.4583  0.13
C -4.1360 -3.4495 -2.1658  -0.19
C -5.0428 -2.3488 -2.7325  -0.22
C -4.4163 -1.5824 -3.8917  -0.20
S -2.6664 -1.8232 -3.6699  0.78
O -1.8992 -0.5783 -3.3646  -0.41
O -2.2508 -2.6142 -4.8395  -0.29
C -2.7328 -2.8709 -2.1456  -0.19
H -4.1582 -4.2704 -2.8825  0.13
H -4.5758 -3.7393 -1.2115  0.13
H -5.2931 -1.6796 -1.9093  0.09
H -6.0078 -2.8078 -2.9475  0.13
H -4.8555 -0.6042 -4.0870  0.12
H -4.6258 -2.0879 -4.8345  0.11
H -2.5164 -2.1246 -1.3812  0.07
H -1.9515 -3.6274 -2.2183  0.11
C 2.0252 -6.4955 -0.5883  -0.22
C 0.9356 -5.5068 -0.5132  -0.27
C 1.3844 -4.0324 -0.5614  -0.21
S 2.5614 -4.1745 -1.9428  0.68
O 3.7095 -3.4265 -1.4971  -0.34
O 1.8412 -3.8983 -3.1827  -0.33
C 2.8130 -5.9625 -1.8284  -0.19
H 1.5847 -7.4666 -0.8140  0.12
H 2.6253 -6.7017 0.2979  0.12
H 0.5501 -5.7486 0.4773  0.12
H 0.1692 -5.7194 -1.2585  0.13
H 1.8717 -3.5830 0.3039  0.10
H 0.5576 -3.3752 -0.8307  0.07
H 3.8730 -6.2033 -1.7476  0.11
H 2.2787 -6.4800 -2.6251  0.11
C 4.6654 2.7969 -2.1612  -0.19
C 3.9163 1.4423 -1.8458  -0.22
C 4.6005 0.2058 -2.5519  -0.20
S 5.6994 0.8890 -3.8254  0.70
O 5.3003 0.1741 -5.0658  -0.33
O 7.0648 0.9345 -3.3839  -0.31
C 5.1231 2.6036 -3.6370  -0.21
H 5.5210 2.7058 -1.4920  0.11
H 4.1522 3.7274 -1.9184  0.11
H 2.8743 1.5181 -2.1565  0.08
H 3.9919 1.2906 -0.7690  0.09
H 4.0374 -0.5591 -3.0866  0.09
H 5.2666 -0.2206 -1.8018  0.10
H 4.1747 2.5747 -4.1736  0.10
H 5.9661 3.1920 -3.9994  0.11
C -3.6863 0.9715 3.1234  -0.14
C -2.4671 0.0440 2.9085  -0.19
C -2.6581 -0.6935 1.5797  -0.23
S -3.5550 0.2719 0.3493  0.78
O -4.7585 -0.5108 0.1157  -0.29
O -2.6045 0.6063 -0.7294  -0.40
C -3.9367 1.5857 1.6357  -0.14
H -3.5777 1.7559 3.8725  0.09
H -4.5690 0.4127 3.4343  0.12
H -2.1853 -0.6057 3.7371  0.13
H -1.6125 0.6952 2.7249  0.09
H -3.3147 -1.5492 1.7373  0.11
H -1.7142 -1.0632 1.1792  0.09
H -4.9890 1.8619 1.5689  0.10
H -3.2984 2.4455 1.4325  0.09
C 0.8869 5.1859 5.8285  -0.20
C -0.2923 6.1765 5.6391  -0.18
C -0.7095 6.0662 4.1372  -0.19
S -0.8069 4.2625 3.8351  0.75
O -0.2359 3.8740 2.5529  -0.39
O -2.0353 3.5958 4.2317  -0.31
C 0.4459 3.9230 5.1600  -0.22
H 1.0666 4.9797 6.8836  0.13
H 1.7769 5.6184 5.3714  0.12
H 0.1743 7.1596 5.7012  0.12
H -1.0340 5.9760 6.4123  0.13
H 0.1207 6.4643 3.5539  0.10
H -1.5217 6.6773 3.7434  0.11
H 1.1763 3.1600 4.8907  0.11
H -0.1080 3.1826 5.7372  0.10

Forces on atoms 1 to 3 (eV/Å):
Ni -0.41 -1.23 0.50
Ni -0.36 -1.46 1.51
O -0.27 0.04 -2.27

---

The following is a quantum chemistry calculation of 6 unconnected molecules or ions with the total composition C22H44O10 in a non-equilibrium geometry, from the Open Molecules 2025 dataset.

Properties
E_LUMO: 0.398 eV
Structure (SMILES): CCOC(C)=O.CCOC(C)=O.CCOC(C)=O.CCOC(C)=O.CC(C)=O.CC(C)=O
Electronic energy: -43992.5665 eV
ΔE to the lowest compared entry with this formula, charge and spin: 138.9 kcal per mole
Total charge: 0

Last column: Löwdin charge in e.
Cartesian coordinates (Å):
C 57.4180 17.1000 18.2570  -0.11
C 56.2360 18.0170 18.1350  -0.28
O 55.4040 18.0070 19.2670  0.00
C 54.2980 18.7020 19.3160  -0.52
C 53.4790 18.5550 20.5750  0.01
O 53.7970 19.2760 18.3090  0.04
H 58.1790 17.3200 19.1840  0.12
H 58.0190 17.0420 17.2490  0.11
H 57.0680 16.1150 18.7230  0.07
H 56.7410 18.9690 17.7800  0.15
H 55.5930 17.6660 17.3250  0.12
H 53.4450 17.5230 20.8550  0.05
H 52.2970 19.0570 20.4690  0.17
H 53.8680 19.2340 21.3110  0.07
C 58.5680 14.7830 22.3480  -0.02
C 58.7730 14.3410 23.8750  -0.16
O 59.2800 15.3970 24.6680  -0.01
C 59.5100 15.1940 25.9480  -0.61
C 59.9570 16.4700 26.5260  0.00
O 59.3790 14.1740 26.5780  0.11
H 59.5260 14.7930 21.8770  0.07
H 57.9270 15.5270 22.2540  0.01
H 58.0850 14.0440 21.6890  0.07
H 57.7570 13.9940 24.3770  0.16
H 59.4560 13.5910 23.9530  0.08
H 60.6280 16.2170 27.5030  0.14
H 59.0680 16.9670 26.9230  0.09
H 60.6410 17.0600 25.9170  0.08
C 50.1770 11.5660 20.6390  -0.04
C 51.5770 11.2080 21.4750  -0.18
O 51.1740 10.5200 22.6200  -0.06
C 52.1550 10.0260 23.4560  -0.52
C 51.6530 9.4310 24.7790  0.04
O 53.3040 9.9360 23.1280  0.09
H 50.6040 12.0630 19.8500  0.01
H 49.3930 12.3250 21.0650  0.10
H 49.6160 10.8000 20.2000  0.04
H 52.0060 10.4050 20.7730  0.14
H 52.2780 12.1260 21.7460  0.14
H 50.8490 10.1060 25.1450  0.09
H 52.5740 9.3920 25.3450  0.09
H 51.3380 8.4710 24.4100  0.09
C 48.8850 15.5400 28.3480  -0.07
C 48.9320 14.3140 27.4440  -0.22
O 50.0810 14.3420 26.6300  0.03
C 50.2170 13.3550 25.8040  -0.54
C 51.5890 13.3050 25.2000  0.01
O 49.4700 12.3850 25.5890  0.07
H 48.3200 16.2820 27.8300  0.06
H 49.7790 15.8950 28.8770  0.09
H 48.2440 15.2360 29.1870  0.07
H 48.9580 13.3580 28.2900  0.19
H 48.0910 14.1620 26.8990  0.08
H 52.3510 12.5580 25.6780  0.14
H 52.2290 14.2920 25.0180  0.13
H 51.6180 13.0180 24.2850  -0.03
C 54.6750 12.9640 22.6510  -0.02
C 54.3520 14.2120 21.9810  -0.33
C 55.0420 14.6490 20.7160  0.05
O 53.3960 14.9120 22.5900  -0.02
H 54.6660 12.0210 22.1080  0.11
H 54.2500 12.8880 23.4770  0.00
H 55.6050 13.1520 22.9990  0.06
H 55.1530 15.5880 20.6880  0.00
H 54.7330 14.0520 20.0290  0.04
H 56.1070 14.4380 20.9680  0.09
C 49.5180 15.7140 22.7750  0.05
C 50.2730 16.3780 21.5320  -0.23
C 50.8080 15.4130 20.4380  -0.02
O 50.6320 17.6990 21.5720  -0.08
H 49.1800 14.8640 22.3200  0.05
H 48.7910 16.3660 23.0410  0.06
H 50.1070 15.2560 23.3110  -0.02
H 51.1030 14.4790 20.8360  0.04
H 51.4560 15.7830 19.6120  0.10
H 49.8930 15.0960 20.0710  0.05

Forces on atoms 1 to 3 (eV/Å):
C 2.09 -1.86 2.62
C 0.90 0.70 -2.33
O 1.80 -0.12 1.69

---

The following is a quantum chemistry calculation of a molecular structure, C22H45Br14FN3O3S in a non-equilibrium geometry, from the Open Molecules 2025 dataset.

Properties
E_LUMO: -3.378 eV
Electronic energy: -1028291.8740 eV
ΔE to the lowest compared entry with this formula, charge and spin: 46.6 kcal per mole
Total charge: +1

Last column: Löwdin charge in e.
Cartesian coordinates (Å):
C -9.8372 -0.6823 0.3000  -0.06
C -8.3673 -0.5427 0.7533  -0.21
N -7.3725 -0.8684 -0.3066  -0.01
C -6.4640 0.2440 -0.4441  -0.23
N -6.4834 1.0517 -1.4629  0.18
F -7.3753 0.8680 -2.4407  0.11
N -5.6133 0.1908 0.6136  0.04
C -4.3717 0.9746 0.5696  -0.23
O -3.5903 0.7600 -0.5695  -0.51
C -2.6908 -0.3941 -0.4241  -0.17
C -5.5895 -1.2088 1.1849  -0.04
C -6.3447 -1.8754 0.0152  -0.29
S -6.7534 -3.6454 0.0205  0.66
C -5.8072 -4.3820 -1.3501  -0.10
O -6.3064 -4.1742 1.2809  -0.31
O -8.1383 -3.8952 -0.2600  -0.29
H -10.4572 -0.6783 1.2126  0.09
H -10.1505 0.1039 -0.4052  0.08
H -10.0341 -1.6480 -0.1998  0.08
H -8.2597 -1.1622 1.6611  0.02
H -8.2358 0.5132 1.0670  0.13
H -5.8006 1.8087 -1.5104  0.20
H -4.6628 2.0452 0.6137  0.15
H -3.7959 0.8042 1.4976  0.15
H -1.6298 -0.1810 -0.5473  0.02
H -2.7791 -0.8777 0.5639  0.09
H -2.9855 -1.0804 -1.2403  0.09
H -4.6261 -1.6344 1.4888  0.14
H -6.1408 -1.0792 2.1339  0.11
H -5.6255 -1.7287 -0.8212  0.14
H -4.9933 -3.7185 -1.6831  0.06
H -6.4777 -4.6622 -2.1769  0.08
H -5.4041 -5.3214 -0.9366  0.08
Br -1.8502 2.0552 -0.5414  0.99
C -0.9228 3.1077 0.8370  -0.59
C 0.2150 3.9102 0.2567  -0.67
Br 1.7437 2.7646 -0.1121  0.64
H -0.6014 2.4054 1.6015  0.06
H -1.6851 3.7667 1.2498  0.06
H 0.5751 4.6528 0.9683  0.06
H -0.0448 4.4053 -0.6744  0.06
Br 4.8578 1.1813 -2.4485  0.57
C 6.0757 2.6917 -2.6024  -0.69
C 5.3449 3.9994 -2.4589  -0.68
Br 4.3620 4.4503 -4.0785  0.60
H 6.5878 2.5882 -3.5546  0.06
H 6.7933 2.5622 -1.7932  -0.01
H 6.0502 4.8162 -2.3160  0.06
H 4.6256 3.9978 -1.6443  0.03
Br 0.6021 3.1181 -4.9269  0.61
C 0.8156 1.5436 -3.8056  -0.70
C 0.1281 0.3446 -4.4065  -0.66
Br -1.8066 0.4365 -4.1554  0.59
H 0.4369 1.8032 -2.8204  -0.01
H 1.8911 1.3785 -3.7454  0.03
H 0.4390 -0.5682 -3.9012  0.06
H 0.3012 0.2405 -5.4735  0.05
Br 9.9947 2.6981 -1.3889  0.61
C 10.2355 1.1365 -0.2468  -0.68
C 9.5098 -0.0624 -0.7947  -0.69
Br 7.5963 0.0556 -0.4617  0.64
H 9.9039 1.4200 0.7482  0.03
H 11.3095 0.9593 -0.2305  0.06
H 9.8317 -0.9695 -0.2870  0.01
H 9.6365 -0.1871 -1.8664  0.06
Br -8.3472 -5.2256 6.4345  0.62
C -9.2482 -5.2629 4.7106  -0.69
C -8.3851 -4.6749 3.6270  -0.67
Br -8.3559 -2.7272 3.7244  0.69
H -10.1922 -4.7402 4.8355  0.05
H -9.4423 -6.3152 4.5117  0.06
H -8.7918 -4.9035 2.6434  0.06
H -7.3530 -5.0075 3.6728  0.05
Br 8.8161 -3.5997 -0.5834  0.65
C 7.1714 -4.4032 0.0757  -0.68
C 6.4638 -3.4908 1.0419  -0.70
Br 7.3238 -3.4950 2.7874  0.61
H 7.4403 -5.3614 0.5107  0.05
H 6.5608 -4.5690 -0.8102  0.06
H 5.4489 -3.8409 1.2236  0.06
H 6.4346 -2.4578 0.7068  0.00
Br 13.6737 3.6604 2.1833  0.60
C 12.3092 4.9270 1.6158  -0.70
C 11.3476 5.2391 2.7322  -0.69
Br 10.0811 3.7859 3.0017  0.61
H 11.8231 4.4981 0.7435  0.02
H 12.8553 5.8215 1.3212  0.06
H 10.7386 6.1055 2.4801  0.06
H 11.8386 5.4107 3.6856  0.05

Forces on atoms 1 to 3 (eV/Å):
C 0.11 -0.52 -0.22
C -1.56 0.40 0.31
N 0.31 0.63 -1.06